{
  "formula": "C4H7N2",
  "method": "ωB97M-V with the def2-TZVPD basis set",
  "orbital_gap_ev": [8.3774, 8.4651],
  "spin_multiplicity": 3,
  "e_above_lowest_kcal_mol": 103.3,
  "lumo_ha": [-0.1543, -0.2647],
  "e_tot_ev": -7226.25386,
  "s_squared": 2.017,
  "e_homo_ev": [-12.6, -15.7],
  "total_charge": 1,
  "fmax_ev_per_a": 4.5,
  "symbols": ["N", "N", "C", "C", "C", "C", "H", "H", "H", "H", "H", "H", "H"],
  "xyz": [[-1.77, 0.04, 0.18], [0.41, -0.59, -0.26], [-0.95, -1.15, -0.02], [0.27, 0.84, -0.17], [-1.16, 1.15, -0.01], [1.24, 0.12, 0.70], [1.15, 0.10, 1.81], [1.05, -1.10, -0.89], [-1.20, -1.58, -1.02], [-1.62, 2.06, -0.10], [-1.03, -1.82, 0.98], [2.40, 0.03, 0.37], [1.22, 1.90, -1.55]],
  "lowdin_spin": [0.205, 0.058, 0.029, 0.731, 0.028, 0.102, 0.009, 0.014, 0.007, -0.002, 0.013, 0.027, 0.780]
}


{
  "formula": "C4H35NO14",
  "method": "ωB97M-V with the def2-TZVPD basis set",
  "orbital_gap_ev": 9.9587,
  "spin_multiplicity": 1,
  "e_above_lowest_kcal_mol": 96.1,
  "lumo_ha": -0.0060,
  "e_tot_ev": -34870.11271,
  "e_homo_ev": -10.1,
  "total_charge": 0,
  "fmax_ev_per_a": 3.1,
  "symbols": ["O", "O", "O", "O", "O", "O", "O", "O", "O", "O", "O", "O", "O", "O", "N", "C", "C", "C", "C", "H", "H", "H", "H", "H", "H", "H", "H", "H", "H", "H", "H", "H", "H", "H", "H", "H", "H", "H", "H", "H", "H", "H", "H", "H", "H", "H", "H", "H", "H", "H", "H", "H", "H", "H"],
  "xyz": [[2.67, 0.22, 3.25], [1.91, -0.34, -0.65], [1.25, -2.45, 1.96], [-2.75, 2.39, 2.53], [-2.07, -3.32, 0.32], [2.05, 4.45, 0.55], [3.56, 2.21, 0.16], [-0.81, -0.27, -3.62], [-1.80, -1.53, 2.45], [-0.20, 1.49, 3.56], [-1.98, 1.04, 0.15], [1.92, 2.84, 2.69], [2.81, -1.54, -3.70], [-3.04, 2.12, -2.16], [0.47, -2.48, -1.77], [-1.36, -0.74, -2.40], [0.73, 0.01, -1.43], [-2.24, -1.93, -2.73], [-0.23, -1.20, -1.41], [2.17, 3.66, 2.23], [-2.79, 1.29, -2.55], [1.07, 0.29, -2.42], [-0.17, 1.85, 4.45], [-0.03, -3.15, -1.21], [3.10, 1.95, 0.97], [2.87, 2.29, -0.50], [2.01, -1.88, 1.83], [-1.85, 0.02, -1.72], [0.53, 0.83, 3.45], [2.86, 3.98, 0.26], [-3.16, 1.84, 3.21], [-2.67, 2.11, -1.26], [0.98, 2.56, 2.63], [-1.07, -2.11, 2.17], [3.44, 0.78, 3.34], [-3.29, -1.84, -2.84], [-0.63, -1.20, -0.41], [1.90, -1.24, -3.76], [2.29, 0.45, 2.39], [-1.32, -0.65, -4.38], [-1.83, 2.39, 2.86], [-2.23, -2.84, 1.17], [1.23, -2.93, 1.12], [-1.24, -0.74, 2.48], [2.17, -1.24, -0.94], [-2.14, 0.11, -0.04], [-2.17, -2.74, -2.00], [-2.37, 1.31, 0.99], [2.97, -1.63, -2.76], [0.21, -2.61, -2.75], [0.42, 0.78, -0.73], [-1.71, -4.19, 0.50], [-1.83, -2.50, -3.61], [1.34, 4.02, 0.06]],
  "lowdin_charge": [-0.046, -0.120, -0.043, -0.051, -0.056, -0.064, -0.043, -0.032, -0.054, -0.054, -0.050, -0.093, -0.044, -0.065, 0.090, -0.397, -0.180, -0.041, -0.308, 0.026, -0.011, 0.108, 0.083, 0.047, 0.006, 0.038, 0.024, 0.104, 0.056, 0.028, 0.059, 0.005, 0.016, 0.014, 0.054, 0.073, 0.107, 0.006, 0.007, 0.122, 0.018, 0.022, 0.034, 0.028, 0.057, 0.029, 0.057, 0.018, 0.013, 0.079, 0.117, 0.051, 0.106, 0.051]
}


{
  "formula": "C8H22N3OP",
  "method": "ωB97M-V with the def2-TZVPD basis set",
  "orbital_gap_ev": 10.2059,
  "spin_multiplicity": 1,
  "e_above_lowest_kcal_mol": 62.8,
  "lumo_ha": -0.1994,
  "e_tot_ev": -24440.97269,
  "e_homo_ev": -15.6,
  "total_charge": 2,
  "fmax_ev_per_a": 5.1,
  "symbols": ["P", "O", "N", "N", "N", "C", "C", "C", "C", "C", "C", "C", "C", "H", "H", "H", "H", "H", "H", "H", "H", "H", "H", "H", "H", "H", "H", "H", "H", "H", "H", "H", "H", "H", "H"],
  "xyz": [[-4.02, -2.39, -0.38], [-2.54, -1.69, 0.02], [3.66, -0.31, -0.46], [-1.29, 0.27, 0.51], [-3.63, 0.50, 0.28], [-0.16, -0.58, 0.82], [-3.77, 2.57, -0.96], [-2.51, -0.16, 0.21], [4.79, -1.26, -0.71], [-3.92, 1.92, 0.45], [1.14, -0.12, 0.01], [2.44, -0.91, 0.19], [4.25, 0.71, 0.48], [4.35, -2.08, -1.29], [2.18, -1.84, -0.12], [2.64, -1.12, 1.20], [-4.53, 2.22, -1.66], [3.47, 0.04, -1.35], [-4.43, 0.01, -0.29], [-4.53, -2.82, 0.94], [-1.06, 1.26, 0.61], [-4.88, 2.14, 0.83], [5.09, -1.40, 0.32], [5.01, 1.38, -0.11], [-0.34, -1.51, 0.34], [-3.40, -3.62, -0.77], [5.56, -0.87, -1.20], [-3.31, 2.30, 1.14], [0.12, -0.75, 1.81], [1.07, -0.02, -1.13], [1.18, 0.81, 0.49], [-3.66, 3.57, -0.83], [4.56, 0.04, 1.33], [3.39, 1.42, 0.80], [-2.92, 2.30, -1.56]],
  "lowdin_charge": [0.886, -0.427, -0.173, 0.124, 0.081, -0.118, -0.027, -0.263, 0.045, -0.133, -0.116, -0.123, 0.026, 0.136, 0.109, 0.128, 0.096, 0.152, 0.145, -0.045, 0.172, 0.132, 0.108, 0.159, 0.107, -0.053, 0.073, 0.075, 0.125, 0.159, 0.078, 0.045, 0.123, 0.125, 0.068]
}


{
  "formula": "C25H35F3N7O2",
  "method": "ωB97M-V with the def2-TZVPD basis set",
  "orbital_gap_ev": 5.7113,
  "spin_multiplicity": 1,
  "lumo_ha": -0.1372,
  "e_tot_ev": -49160.78050,
  "e_homo_ev": -9.4,
  "total_charge": 1,
  "fmax_ev_per_a": 0.7,
  "symbols": ["F", "F", "F", "O", "O", "N", "N", "N", "N", "N", "N", "N", "C", "C", "C", "C", "C", "C", "C", "C", "C", "C", "C", "C", "C", "C", "C", "C", "C", "C", "C", "C", "C", "C", "C", "C", "C", "H", "H", "H", "H", "H", "H", "H", "H", "H", "H", "H", "H", "H", "H", "H", "H", "H", "H", "H", "H", "H", "H", "H", "H", "H", "H", "H", "H", "H", "H", "H", "H", "H", "H", "H"],
  "xyz": [[4.17, 1.40, -1.47], [2.80, 2.32, -2.88], [2.78, 0.18, -2.60], [-3.22, 2.04, -2.67], [0.81, 2.33, -1.21], [-3.66, -3.67, -1.83], [3.65, -1.45, -0.08], [-2.89, 0.82, -3.15], [-1.72, -0.96, -3.67], [-3.05, -1.13, -3.93], [4.71, -0.42, 4.68], [-0.37, 2.76, 3.28], [-3.63, -5.40, -0.46], [4.82, -2.42, 1.53], [0.01, 1.76, 5.21], [-3.74, 3.64, -4.55], [-2.94, -5.75, -1.65], [-1.46, 3.01, 4.06], [-4.89, 2.70, -4.89], [3.87, -0.76, 6.69], [0.53, 2.00, 3.97], [-2.97, -4.67, -2.48], [-1.63, 0.24, -3.17], [5.15, -1.38, 6.62], [2.93, 1.37, -1.95], [-3.76, -0.07, -3.62], [1.90, 1.54, -0.82], [2.82, -1.55, 1.00], [-4.07, -4.12, -0.60], [-1.26, 2.40, 5.27], [4.87, -1.98, 0.23], [-0.34, 0.80, -2.70], [3.64, -0.17, 5.48], [5.64, -1.16, 5.36], [3.51, -2.15, 2.02], [-2.74, 3.14, -3.50], [-0.40, 1.64, -1.42], [5.67, -2.00, -0.49], [0.28, -0.08, -2.51], [1.47, 1.70, 3.53], [-5.55, 3.18, -5.61], [0.16, 1.37, -3.49], [1.57, 0.55, -0.50], [1.80, -1.20, 0.97], [5.62, -2.90, 2.07], [-5.46, 2.44, -4.00], [3.21, -0.74, 7.54], [6.56, -1.46, 4.89], [-1.93, 2.42, 6.11], [-4.51, 1.80, -5.38], [-2.46, -6.69, -1.87], [-3.36, -2.01, -4.32], [3.13, -2.36, 3.00], [-4.17, 4.59, -4.22], [-2.56, -4.52, -3.47], [0.49, 1.20, 6.00], [5.65, -1.93, 7.40], [3.40, -1.05, -0.97], [-3.79, -6.03, 0.40], [-3.19, 3.86, -5.47], [2.80, 0.40, 5.12], [-1.79, 2.88, -3.95], [-4.63, -3.49, 0.07], [-0.24, 3.10, 2.34], [-3.85, -2.76, -2.20], [-2.28, 3.60, 3.70], [-0.64, 1.01, -0.56], [4.80, -0.11, 3.72], [2.42, 1.99, 0.02], [-1.15, 2.42, -1.49], [-4.82, 0.06, -3.72], [-2.54, 3.92, -2.77]],
  "lowdin_charge": [0.159, 0.161, 0.105, -0.021, -0.095, -0.021, 0.008, 0.008, 0.192, 0.087, 0.001, -0.009, -0.093, -0.101, -0.104, -0.191, -0.095, -0.144, -0.094, -0.106, -0.152, -0.151, -0.194, -0.107, -0.586, 0.024, -0.080, -0.152, -0.133, -0.103, -0.123, -0.050, -0.144, -0.141, -0.113, -0.123, -0.178, 0.112, 0.127, 0.092, 0.087, 0.143, 0.114, 0.094, 0.096, 0.076, 0.090, 0.105, 0.094, 0.065, 0.099, 0.178, 0.097, 0.115, 0.098, 0.090, 0.091, 0.101, 0.099, 0.117, 0.080, 0.125, 0.107, 0.131, 0.093, 0.103, 0.143, 0.131, 0.151, 0.111, 0.172, 0.135]
}


{
  "formula": "C4H10N",
  "method": "ωB97M-V with the def2-TZVPD basis set",
  "orbital_gap_ev": 10.5782,
  "spin_multiplicity": 1,
  "e_above_lowest_kcal_mol": 87.7,
  "lumo_ha": -0.1917,
  "e_tot_ev": -5790.05399,
  "e_homo_ev": -15.8,
  "total_charge": 1,
  "fmax_ev_per_a": 4.2,
  "symbols": ["N", "C", "C", "C", "C", "H", "H", "H", "H", "H", "H", "H", "H", "H", "H"],
  "xyz": [[0.58, -0.56, -0.19], [-0.77, -0.59, -0.61], [1.33, -1.42, 0.33], [-1.61, 0.18, 0.39], [1.29, 1.39, -0.15], [2.13, 0.86, -0.59], [-0.75, -0.43, -1.71], [-1.11, -1.65, -0.49], [2.31, -1.09, 0.19], [-1.53, 1.32, 0.43], [0.59, 1.96, -0.78], [-1.23, -0.21, 1.36], [0.98, -2.37, 0.53], [-2.72, -0.05, 0.13], [1.30, 1.58, 0.95]],
  "lowdin_charge": [-0.084, -0.264, 0.135, -0.075, 0.264, 0.053, 0.151, 0.138, 0.093, 0.091, 0.081, 0.092, 0.105, 0.122, 0.096]
}


{
  "formula": "C4H2N4",
  "method": "ωB97M-V with the def2-TZVPD basis set",
  "orbital_gap_ev": 8.4159,
  "spin_multiplicity": 1,
  "e_above_lowest_kcal_mol": 82.7,
  "lumo_ha": -0.0876,
  "e_tot_ev": -10136.24298,
  "e_homo_ev": -10.8,
  "total_charge": 0,
  "fmax_ev_per_a": 1.5,
  "symbols": ["N", "N", "N", "N", "C", "C", "C", "C", "H", "H"],
  "xyz": [[-1.09, -1.28, -0.07], [2.09, 0.16, -0.10], [-2.08, -0.19, -0.07], [1.10, 1.30, -0.04], [-0.01, 0.72, 0.07], [-1.49, 0.95, 0.01], [1.48, -0.96, 0.02], [0.04, -0.72, 0.06], [-2.02, 1.91, 0.02], [1.98, -1.88, 0.10]],
  "lowdin_charge": [0.147, 0.077, 0.053, 0.160, -0.269, -0.057, -0.066, -0.270, 0.123, 0.101]
}


{
  "formula": "C5H10O2",
  "method": "ωB97M-V with the def2-TZVPD basis set",
  "orbital_gap_ev": [9.0322, 7.8161],
  "spin_multiplicity": 2,
  "e_above_lowest_kcal_mol": 17.0,
  "lumo_ha": [-0.1706, -0.2593],
  "e_tot_ev": -9432.36424,
  "s_squared": 0.777,
  "e_homo_ev": [-13.7, -14.9],
  "total_charge": 1,
  "fmax_ev_per_a": 4.0,
  "symbols": ["O", "O", "C", "C", "C", "C", "C", "H", "H", "H", "H", "H", "H", "H", "H", "H", "H"],
  "xyz": [[3.15, 1.26, -0.18], [-1.84, -1.28, -2.33], [0.84, 0.79, -0.02], [-0.08, -0.19, 0.43], [-1.43, -0.07, 0.46], [-2.25, -0.55, 1.68], [2.17, 0.53, 0.28], [3.93, 1.20, 0.41], [2.42, -0.34, 0.88], [-2.33, 0.35, 2.30], [-1.67, -1.15, 2.40], [-2.63, -1.78, -2.56], [0.28, -1.04, 0.99], [-3.26, -0.85, 1.42], [0.53, 1.58, -0.69], [-1.72, -1.60, -1.43], [-2.21, 0.39, -0.13]],
  "lowdin_spin": [0.123, 0.009, 0.131, 0.116, 0.323, 0.046, 0.193, 0.003, 0.006, 0.020, 0.002, 0.000, 0.004, 0.009, 0.001, 0.004, 0.010]
}


{
  "formula": "C11H21N2",
  "method": "ωB97M-V with the def2-TZVPD basis set",
  "orbital_gap_ev": 8.7653,
  "spin_multiplicity": 1,
  "e_above_lowest_kcal_mol": 60.2,
  "lumo_ha": -0.1387,
  "e_tot_ev": -14718.16287,
  "e_homo_ev": -12.5,
  "total_charge": 1,
  "fmax_ev_per_a": 3.2,
  "symbols": ["N", "N", "C", "C", "C", "C", "C", "C", "C", "C", "C", "C", "C", "H", "H", "H", "H", "H", "H", "H", "H", "H", "H", "H", "H", "H", "H", "H", "H", "H", "H", "H", "H", "H"],
  "xyz": [[1.99, -1.49, 1.12], [0.49, 0.63, 0.78], [-1.34, 1.48, -0.51], [3.31, -1.72, 1.54], [-3.98, 2.38, -3.00], [-0.12, 0.74, -0.33], [-3.46, 2.01, -1.64], [1.51, -4.03, 1.22], [0.54, -0.05, -1.44], [-2.19, 1.32, -1.57], [0.28, 1.47, 1.94], [4.08, -0.69, 1.96], [1.25, -2.54, 0.91], [3.76, -2.68, 1.24], [1.17, -4.64, 0.36], [-1.93, 0.42, -2.18], [-3.30, 2.33, -3.84], [3.60, 0.30, 2.36], [-3.56, 2.80, -0.96], [4.98, -0.87, 2.53], [-1.77, 2.08, 0.29], [1.31, -0.01, 0.85], [0.16, 0.16, -2.42], [-0.64, 1.41, 2.59], [-4.03, 1.36, -1.03], [1.19, 1.43, 2.54], [2.61, -4.01, 1.33], [0.18, -2.36, 0.54], [0.64, -1.05, -1.04], [-4.50, 3.32, -3.02], [0.09, 2.57, 1.64], [-4.79, 1.73, -3.37], [0.98, -4.29, 2.24], [1.49, 0.50, -1.62]],
  "lowdin_charge": [-0.022, 0.035, -0.019, -0.216, -0.076, -0.273, -0.245, -0.044, 0.017, -0.031, -0.038, 0.043, -0.168, 0.110, 0.092, 0.142, 0.082, 0.084, 0.108, 0.056, 0.121, 0.075, 0.081, 0.114, 0.125, 0.078, 0.041, 0.127, 0.063, 0.076, 0.119, 0.082, 0.137, 0.125]
}


{
  "formula": "C2H3N2OP",
  "method": "ωB97M-V with the def2-TZVPD basis set",
  "orbital_gap_ev": 8.4767,
  "spin_multiplicity": 1,
  "e_above_lowest_kcal_mol": 88.6,
  "lumo_ha": -0.0478,
  "e_tot_ev": -16434.60402,
  "e_homo_ev": -9.8,
  "total_charge": 0,
  "fmax_ev_per_a": 4.0,
  "symbols": ["P", "O", "N", "N", "C", "C", "H", "H", "H"],
  "xyz": [[1.53, 0.79, -0.57], [-0.92, -0.60, -0.55], [-2.35, 0.98, -0.07], [-1.08, 1.60, -0.18], [-0.30, 0.59, -0.37], [-2.26, -0.27, -0.31], [-3.18, -0.85, -0.26], [1.86, 0.04, 1.51], [1.65, 1.99, 0.04]],
  "lowdin_charge": [0.854, -0.017, 0.029, 0.044, -0.755, -0.161, 0.135, 0.067, -0.194]
}